Entry 1:
{"formula": "C71H54O25", "method": "wB97M-V/def2-TZVPD", "smiles": "CC[C@H](C)C1=C(CCOC=O)C(=O)OC1=O.O=C1C=CC(=O)C=C1.O=C1C=CC(=O)C=C1.O=C1C=CC(=O)C=C1.O=C1C=CC(=O)C=C1.O=C1C=CC(=O)C=C1.O=C1C=CC(=O)C=C1.O=C1C=CC(=O)C=C1.O=C1C=CC(=O)C=C1.O=C1C=CC(=O)C=C1.O=C1C=CC(=O)C=C1", "spin_multiplicity": 1, "gap_ev": 7.9, "lumo_energy_ev": -1.97, "species": ["C", "C", "C", "C", "C", "C", "C", "C", "O", "C", "O", "C", "O", "O", "C", "O", "H", "H", "H", "H", "H", "H", "H", "H", "H", "H", "H", "H", "H", "H", "C", "C", "C", "O", "C", "C", "C", "O", "H", "H", "H", "H", "C", "C", "C", "O", "C", "C", "C", "O", "H", "H", "H", "H", "C", "C", "C", "O", "C", "C", "C", "O", "H", "H", "H", "H", "C", "C", "C", "O", "C", "C", "C", "O", "H", "H", "H", "H", "C", "C", "C", "O", "C", "C", "C", "O", "H", "H", "H", "H", "C", "C", "C", "O", "C", "C", "C", "O", "H", "H", "H", "H", "C", "C", "C", "O", "C", "C", "C", "O", "H", "H", "H", "H", "C", "C", "C", "O", "C", "C", "C", "O", "H", "H", "H", "H", "C", "C", "C", "O", "C", "C", "C", "O", "H", "H", "H", "H", "C", "C", "C", "O", "C", "C", "C", "O", "H", "H", "H", "H"], "coordinates": [[-0.2181, -0.3556, -2.5433], [0.5622, -1.1304, -1.4793], [1.9844, -1.4952, -1.9163], [2.5753, -2.4657, -0.8877], [2.7321, -0.2380, -2.2071], [2.8762, 0.8754, -1.4797], [2.5211, 1.2073, -0.0717], [3.2968, 0.3070, 0.8911], [4.2741, 1.0972, 1.5916], [4.8658, 0.3912, 2.5757], [6.0458, 0.0592, 2.5432], [3.2698, 1.9091, -2.4745], [2.7596, 2.9954, -2.5326], [3.8290, 1.3288, -3.6102], [3.6421, -0.0295, -3.3670], [4.4341, -0.8440, -3.7243], [-1.0387, 0.1786, -2.0734], [-0.6699, -1.0004, -3.2901], [0.3626, 0.3993, -3.0629], [0.5269, -0.5659, -0.5694], [0.0050, -2.0440, -1.3115], [1.8357, -1.9923, -2.8695], [2.2927, -2.1620, 0.1067], [2.0827, -3.4103, -1.0592], [3.6397, -2.5908, -1.0340], [1.4667, 1.2076, 0.1444], [2.9481, 2.1858, 0.1102], [2.6270, -0.1292, 1.6332], [3.8016, -0.5030, 0.3851], [4.2610, 0.1368, 3.4548], [4.8334, -5.3328, 2.6273], [5.6879, -6.3515, 2.6185], [5.9188, -7.1494, 1.3882], [6.6933, -8.0820, 1.3810], [5.1628, -6.7674, 0.1704], [4.3068, -5.7500, 0.1802], [4.0758, -4.9518, 1.4084], [3.2976, -4.0213, 1.4185], [4.6491, -4.7377, 3.5126], [6.2496, -6.6465, 3.4956], [5.3445, -7.3634, -0.7142], [3.7438, -5.4590, -0.6969], [3.5082, 6.3634, -2.1570], [4.0246, 6.2728, -0.9349], [4.0273, 7.4330, -0.0099], [4.4985, 7.3502, 1.1033], [3.4298, 8.7010, -0.5000], [2.9127, 8.7936, -1.7219], [2.9115, 7.6307, -2.6456], [2.4366, 7.7193, -3.7566], [3.4962, 5.5260, -2.8437], [4.4637, 5.3576, -0.5586], [3.4414, 9.5350, 0.1909], [2.4703, 9.7064, -2.1000], [-4.0767, -0.4714, 2.6670], [-2.7576, -0.5796, 2.5395], [-2.1331, -0.8858, 1.2280], [-0.9283, -0.9858, 1.1162], [-3.0354, -1.0673, 0.0648], [-4.3545, -0.9590, 0.1922], [-4.9794, -0.6518, 1.5024], [-6.1817, -0.5518, 1.6187], [-4.5524, -0.2492, 3.6137], [-2.0814, -0.4516, 3.3751], [-2.5631, -1.2916, -0.8823], [-5.0290, -1.0896, -0.6449], [-2.9226, 10.4501, -4.9380], [-2.1474, 10.4483, -3.8572], [-0.9364, 9.5954, -3.7873], [-0.2224, 9.5823, -2.8020], [-0.6193, 8.7484, -4.9629], [-1.3960, 8.7510, -6.0426], [-2.6091, 9.6029, -6.1161], [-3.3166, 9.6073, -7.0994], [-3.8109, 11.0641, -5.0121], [-2.3571, 11.0622, -2.9922], [0.2716, 8.1367, -4.8856], [-1.1842, 8.1403, -6.9107], [-8.9795, -3.2791, -0.4609], [-7.6629, -3.3916, -0.5888], [-7.0402, -3.6977, -1.8968], [-5.8360, -3.7981, -2.0133], [-7.9435, -3.8764, -3.0605], [-9.2624, -3.7640, -2.9331], [-9.8850, -3.4541, -1.6217], [-11.0859, -3.3478, -1.5044], [-9.4513, -3.0529, 0.4865], [-6.9886, -3.2621, 0.2482], [-7.4683, -4.0992, -4.0073], [-9.9393, -3.8891, -3.7684], [1.8314, -9.8715, 1.5810], [1.8030, -10.4939, 2.7552], [3.0100, -11.1518, 3.3100], [2.9733, -11.7178, 4.3818], [4.2558, -11.0900, 2.5077], [4.2878, -10.4684, 1.3320], [3.0777, -9.8101, 0.7770], [3.1085, -9.2387, -0.2914], [0.9612, -9.3847, 1.1593], [0.9086, -10.5532, 3.3589], [5.1257, -11.5744, 2.9320], [5.1866, -10.4088, 0.7314], [9.8911, 0.2236, -1.3302], [10.5724, 1.3070, -0.9694], [10.1678, 2.1147, 0.2101], [10.7909, 3.1028, 0.5345], [8.9765, 1.6658, 0.9701], [8.2912, 0.5818, 0.6129], [8.6982, -0.2230, -0.5660], [8.0789, -1.2125, -0.8949], [10.1679, -0.3786, -2.1865], [11.4447, 1.6513, -1.5102], [8.6996, 2.2686, 1.8263], [7.4115, 0.2390, 1.1608], [-10.1746, 0.7857, 0.2700], [-11.0083, 1.7348, 0.6853], [-11.9206, 2.4261, -0.2606], [-12.6782, 3.2917, 0.1161], [-11.8673, 2.0161, -1.6870], [-11.0334, 1.0669, -2.1017], [-10.1233, 0.3776, -1.1552], [-9.3633, -0.4897, -1.5291], [-9.4991, 0.2698, 0.9414], [-11.0627, 2.0479, 1.7199], [-12.5408, 2.5317, -2.3593], [-10.9785, 0.7531, -3.1362], [-0.2092, 11.5671, -0.3906], [0.3791, 11.3812, 0.7897], [0.4679, 12.4702, 1.7931], [1.0053, 12.2996, 2.8653], [-0.1276, 13.7822, 1.4335], [-0.7166, 13.9729, 0.2569], [-0.8038, 12.8808, -0.7447], [-1.3464, 13.0593, -1.8157], [-0.2778, 10.7753, -1.1375], [0.8190, 10.4328, 1.0729], [-0.0532, 14.5634, 2.1792], [-1.1569, 14.9209, -0.0253], [-2.9231, -9.5497, 5.8930], [-3.4948, -10.6963, 6.2499], [-2.7139, -11.9578, 6.3204], [-3.2348, -13.0016, 6.6427], [-1.2702, -11.8894, 5.9789], [-0.7000, -10.7418, 5.6232], [-1.4802, -9.4823, 5.5523], [-0.9577, -8.4379, 5.2271], [-3.4738, -8.6197, 5.8341], [-4.5448, -10.7675, 6.5029], [-0.7175, -12.8185, 6.0364], [0.3510, -10.6733, 5.3744]], "mulliken_charge": [-1.762, -0.104, 1.371, -1.970, 0.038, 0.801, -0.747, -0.581, -0.293, 0.038, -0.585, 0.022, -0.524, -0.364, -0.588, -0.493, 0.389, 0.381, 0.366, -0.490, 0.832, 0.663, 0.197, 0.559, 0.627, 0.399, 0.474, 0.382, 0.421, 0.479, -0.499, -0.500, 0.464, -0.597, -0.390, -0.141, 0.427, -0.508, 0.456, 0.435, 0.420, 0.443, -0.266, -0.355, 0.209, -0.554, -0.398, -0.241, 0.262, -0.548, 0.502, 0.477, 0.519, 0.377, -0.409, -0.503, 0.216, -0.384, -0.115, -0.296, 0.203, -0.542, 0.424, 0.417, 0.471, 0.471, -0.458, -0.232, 0.563, -0.497, -0.327, -0.421, 0.241, -0.551, 0.430, 0.276, 0.449, 0.437, -0.286, -0.073, 0.284, -0.584, -0.421, -0.408, 0.321, -0.580, 0.455, 0.391, 0.435, 0.441, -0.651, -0.068, 0.553, -0.564, -0.412, -0.347, 0.527, -0.566, 0.440, 0.225, 0.429, 0.415, -0.399, -0.373, 0.311, -0.557, -0.417, -0.280, 0.332, -0.556, 0.413, 0.405, 0.454, 0.772, -0.299, -0.373, 0.313, -0.543, -0.351, -0.363, 0.414, -0.475, 0.469, 0.414, 0.404, 0.415, -0.063, -0.485, 0.245, -0.546, -0.413, -0.425, 0.424, -0.540, 0.530, 0.546, 0.407, 0.419, -0.391, -0.368, 0.383, -0.536, -0.374, -0.461, 0.409, -0.547, 0.410, 0.412, 0.439, 0.648]}



Entry 2:
{"formula": "C12H32F6N8O13PS2", "method": "wB97M-V/def2-TZVPD", "spin_multiplicity": 1, "total_charge": -1, "gap_ev": 9.5, "lumo_energy_ev": 2.10, "e_above_lowest_kj_mol": 328.5, "species": ["P", "F", "F", "F", "F", "F", "F", "C", "O", "N", "N", "H", "H", "H", "H", "C", "O", "N", "N", "H", "H", "H", "H", "C", "O", "N", "N", "H", "H", "H", "H", "C", "O", "N", "N", "H", "H", "H", "H", "C", "C", "O", "S", "O", "O", "O", "H", "H", "H", "H", "C", "C", "O", "S", "O", "O", "O", "H", "H", "H", "H", "C", "C", "C", "O", "C", "H", "H", "H", "H", "H", "H", "H", "H"], "coordinates": [[-0.3879, 0.0678, 0.9320], [-1.1316, -0.1327, 2.3963], [0.0629, -1.4710, 1.0701], [-1.7303, -0.4145, 0.1926], [0.2515, 0.2795, -0.6219], [-0.6696, 1.6546, 0.9579], [1.0929, 0.4174, 1.6246], [3.8490, -2.5528, -0.8503], [4.3182, -1.5030, -1.1782], [2.6263, -2.7309, -0.5086], [4.5633, -3.6166, -0.9658], [2.1229, -1.9196, -0.1790], [2.3935, -3.6265, -0.1038], [4.1334, -4.4905, -0.6982], [5.5412, -3.4712, -1.1721], [-2.7196, -3.7546, 3.3027], [-3.3683, -4.7983, 3.5754], [-1.8941, -3.6583, 2.2514], [-2.6474, -2.7687, 4.1395], [-1.7933, -2.7609, 1.7989], [-1.6002, -4.5279, 1.8300], [-2.1517, -1.9295, 3.8748], [-3.1709, -2.6323, 4.9924], [-2.2937, 3.0734, 3.7943], [-2.5500, 4.0070, 4.5074], [-1.2359, 2.3820, 3.8766], [-2.8533, 2.8011, 2.6308], [-1.2992, 1.4487, 3.4957], [-0.7532, 2.5747, 4.7426], [-3.6846, 3.3368, 2.4254], [-2.3348, 2.2928, 1.9287], [2.3195, 1.1738, 4.6788], [2.9196, 1.3960, 5.7130], [1.4899, 0.1702, 4.5034], [2.8126, 1.4806, 3.5125], [1.2117, -0.3642, 5.3140], [0.9471, 0.1242, 3.6529], [3.6082, 2.0967, 3.6001], [2.3663, 1.3321, 2.6187], [-3.6950, -2.3980, -3.2499], [-3.3111, -2.1464, -1.7556], [-3.9870, -3.2859, -1.0421], [-5.2613, -3.8609, -1.9356], [-6.5133, -3.4697, -1.3248], [-5.0315, -5.2398, -2.1502], [-4.9813, -2.9898, -3.2535], [-2.9289, -2.9572, -3.7870], [-3.7755, -1.4698, -3.8157], [-3.7360, -1.2701, -1.2661], [-2.2606, -2.2381, -1.4796], [-0.8594, 2.6894, -3.1226], [-2.0593, 2.1554, -2.3464], [-2.5458, 1.0201, -3.0720], [-1.7898, 0.7382, -4.4913], [-2.8169, 0.6275, -5.5626], [-0.8080, -0.2901, -4.4324], [-1.0888, 2.2673, -4.3815], [0.0880, 2.3450, -2.7077], [-1.0255, 3.7615, -3.2275], [-2.7848, 2.9613, -2.2353], [-1.7260, 1.7468, -1.3924], [4.8412, 1.7565, -2.4169], [3.3719, 1.7889, -1.9046], [3.2719, 3.1319, -1.0696], [4.1050, 3.9243, -1.8947], [5.1753, 3.1841, -2.5528], [4.9337, 1.1891, -3.3429], [5.5786, 1.2497, -1.7943], [3.0602, 0.8733, -1.4021], [2.5942, 1.8750, -2.6634], [3.8663, 3.0464, -0.1599], [2.3296, 3.4830, -0.6488], [6.1812, 3.3529, -2.1683], [5.2285, 3.4625, -3.6053]], "mulliken_charge": [1.678, -0.373, -0.366, -0.424, -0.278, -0.495, -0.491, 0.580, -0.639, -0.352, -0.437, 0.163, 0.218, 0.140, 0.243, 0.546, -0.717, -0.293, -0.284, 0.121, 0.178, 0.163, 0.207, 0.457, -0.699, -0.162, -0.309, 0.140, 0.164, 0.200, 0.198, 0.522, -0.712, -0.346, -0.288, 0.161, 0.168, 0.132, 0.377, -0.028, -0.055, -0.350, 1.073, -0.559, -0.546, -0.350, 0.304, 0.098, 0.209, 0.137, -0.198, 0.273, -0.249, 1.111, -0.578, -0.487, -0.398, 0.074, 0.397, 0.285, -0.257, -0.667, 0.002, -0.367, -0.506, -0.360, 0.364, 0.210, 0.186, 0.029, 0.248, 0.362, 0.251, 0.252]}



Entry 3:
{"formula": "C16H24N4O4", "method": "wB97M-V/def2-TZVPD", "spin_multiplicity": 1, "gap_ev": 8.0, "lumo_energy_ev": 0.13, "e_above_lowest_kj_mol": 1748.1, "species": ["C", "C", "C", "N", "C", "O", "N", "C", "O", "C", "C", "N", "C", "C", "H", "H", "C", "N", "C", "C", "O", "C", "C", "H", "H", "H", "H", "H", "H", "H", "H", "H", "H", "H", "H", "H", "C", "H", "H", "H", "C", "O", "H", "H", "H", "H", "H", "H"], "coordinates": [[1.5397, -1.5633, 3.1384], [0.3715, -2.3687, 3.3287], [-1.0061, -1.9749, 3.3491], [-1.1893, -0.4964, 2.8039], [-1.3415, 0.5006, 3.7163], [-1.0612, 0.3029, 4.8631], [-1.0909, 1.9465, 3.1923], [-1.3415, 2.0867, 1.9193], [-1.3253, 3.3005, 1.6909], [-1.3898, 1.1540, 1.0014], [-1.3716, 1.2866, -0.4198], [-1.5543, 0.3176, -1.3899], [-1.9607, 0.6236, -2.7325], [-0.4034, 0.8724, -3.4378], [-0.8464, 1.0218, -4.5555], [0.0290, 1.9425, -3.1315], [0.4916, -0.0427, -3.3986], [1.0044, -0.3983, -2.0862], [1.9228, 0.3487, -1.4319], [2.3494, 0.1917, -0.0772], [2.6610, -1.2051, 0.0208], [1.9998, -2.0649, -0.5004], [1.6202, -1.8854, -1.8819], [0.9410, -2.4841, -2.2773], [2.3569, -2.2487, -2.5007], [2.2388, -3.0924, -0.2010], [0.7406, -1.8902, 0.1228], [3.0585, 0.6823, 0.3714], [1.3798, 0.3733, 0.4432], [1.5347, 1.5524, -1.5695], [2.8992, 0.3207, -2.0959], [1.3164, 0.0092, -4.1069], [0.1493, -1.1284, -3.7931], [-2.6311, 1.3695, -2.9777], [-2.1391, -0.3710, -3.0876], [-1.2103, -0.6038, -0.8191], [-1.8197, 2.7322, -0.8291], [-2.2828, 3.4660, -0.2286], [-0.7480, 3.3851, -0.5832], [-1.7018, 2.8905, -1.9712], [-1.1898, -0.0906, 1.4940], [-1.0093, -1.1288, 0.5495], [-1.1054, 2.5252, 3.8770], [-1.4687, -1.8335, 4.1331], [-1.6009, -2.6005, 2.4040], [0.4208, -3.4039, 3.4292], [2.4250, -1.9209, 3.1471], [1.3385, -0.4060, 3.0890]], "mulliken_charge": [-0.917, -0.095, -0.892, -0.060, 0.281, -0.580, -0.144, 0.765, -0.805, -0.213, 0.699, 0.130, -1.333, 0.085, 0.285, 0.145, -1.264, 0.876, -0.613, -0.253, -0.416, 0.040, -1.455, 0.792, 0.484, 0.378, -0.068, 0.654, -0.366, 0.213, 0.187, 0.360, 0.315, 0.496, 0.510, 0.366, -1.858, 0.605, 0.279, 0.235, 0.985, -0.962, 0.082, 0.781, 0.233, 0.409, 0.570, 0.053]}